P) # CH4N2O2S

A single CH4N2O2S molecule (the ωB97M-V functional and the def2-TZVPD basis, the Open Molecules 2025 dataset).

- SMILES = O=C(NO)NS

Geometry as XYZ:
```
10
Properties=species:S:1:pos:R:3:nbo_charge:R:1
C 0.575 -0.477 -0.134 0.74
H 1.243 1.149 2.387 0.09
H -0.679 1.077 0.256 0.42
H -0.554 -1.986 -0.770 0.38
H -1.692 0.078 -1.677 0.48
N 0.286 0.772 0.333 -0.81
N -0.424 -1.001 -0.956 -0.36
O 1.598 -1.050 0.160 -0.61
O -1.643 -0.313 -0.830 -0.56
S 1.289 1.751 1.232 0.23
```


Q) # CH4N2O2S

A single CH4N2O2S molecule (the ωB97M-V functional and the def2-TZVPD basis, the Open Molecules 2025 dataset).

- SMILES = ONC(=S)NO

Geometry as XYZ:
```
10
Properties=species:S:1:pos:R:3:nbo_charge:R:1
C -0.244 0.439 0.309 0.25
H 1.772 -1.452 0.646 0.48
H 1.360 0.969 1.394 0.39
H 0.092 -0.994 -1.105 0.41
H -2.126 0.528 -1.148 0.49
N 0.921 0.136 0.951 -0.33
N -0.595 -0.488 -0.583 -0.30
O 1.749 -0.629 0.170 -0.55
O -1.824 -0.419 -1.195 -0.54
S -1.105 1.909 0.561 -0.30
```


What should be chosen as the most stable of them? Choose P).


P) # CH4N2O2S

A single CH4N2O2S molecule (the ωB97M-V functional and the def2-TZVPD basis, the Open Molecules 2025 dataset).

Geometry as XYZ:
```
10
Properties=species:S:1:pos:R:3:nbo_charge:R:1
C -0.258 0.455 0.116 0.12
N 0.898 1.106 -0.121 -0.80
N -0.296 -0.899 -0.117 -0.32
O -2.705 0.277 0.522 -1.02
O 0.948 -1.356 -0.671 -0.56
S -1.623 1.324 0.533 0.85
H 1.753 0.495 -0.102 0.41
H 1.180 1.994 0.339 0.41
H -1.167 -1.287 -0.491 0.42
H 1.271 -2.111 -0.007 0.49
```


Q) # CH4N2O2S

A single CH4N2O2S molecule (the ωB97M-V functional and the def2-TZVPD basis, the Open Molecules 2025 dataset).

- SMILES = N[C@@H](S)[N+](=O)[O-]

Geometry as XYZ:
```
10
Properties=species:S:1:pos:R:3:nbo_charge:R:1
C -0.343 -0.062 -0.320 0.01
N -0.787 -1.166 0.329 -0.84
N 1.124 0.058 -0.002 0.50
O 1.833 0.849 -0.636 -0.39
O 1.633 -0.588 0.888 -0.36
S -0.945 1.657 0.377 -0.08
H -0.386 -0.005 -1.459 0.24
H -1.663 -1.515 0.182 0.39
H -0.317 -1.411 1.127 0.41
H -0.150 2.184 -0.486 0.13
```


What should be chosen as the most stable of them? Choose P).


P) # CH4N2O2S

A single CH4N2O2S molecule (the ωB97M-V functional and the def2-TZVPD basis, the Open Molecules 2025 dataset).

- SMILES = N/C(=N\O)SO

Geometry as XYZ:
```
10
Properties=species:S:1:pos:R:3:nbo_charge:R:1
C -0.280 -0.654 -0.610 0.15
N -1.070 -0.262 0.432 -0.81
N 0.820 -0.092 -0.831 -0.22
O -0.255 -1.985 -3.020 -0.82
O 0.863 1.015 0.182 -0.67
S -0.736 -2.082 -1.454 0.57
H -0.717 0.468 0.957 0.42
H -1.985 -0.555 0.639 0.40
H 0.850 -2.056 -2.998 0.50
H 1.754 1.391 0.262 0.49
```


Q) # CH4N2O2S

2 unconnected molecules or ions with the total composition CH4N2O2S (the ωB97M-V functional and the def2-TZVPD basis, the Open Molecules 2025 dataset).

Geometry as XYZ:
```
10
Properties=species:S:1:pos:R:3:nbo_charge:R:1
C 1.436 0.705 -0.885 0.33
N 1.596 -0.193 -0.110 -0.51
N -0.725 -0.640 1.675 -1.00
O -0.230 -2.480 -0.047 -0.81
O -1.146 0.856 -1.168 -1.22
S -0.317 -1.062 0.035 1.74
H 1.531 1.583 -1.464 0.25
H -1.177 1.649 -1.948 0.43
H -0.080 -0.780 2.396 0.40
H -0.889 0.362 1.516 0.41
```


What should be chosen as the most stable of them? Choose P).


P) # CH4N2O2S

A single CH4N2O2S molecule (the ωB97M-V functional and the def2-TZVPD basis, the Open Molecules 2025 dataset).

- SMILES = O=C(NO)NS

Geometry as XYZ:
```
10
Properties=species:S:1:pos:R:3:nbo_charge:R:1
C -0.365 0.386 0.030 0.71
H 2.451 -0.081 1.414 0.15
H 1.035 1.791 -0.606 0.44
H -0.172 -1.616 -0.280 0.38
H -2.106 -0.003 -0.494 0.48
N 0.927 0.678 -0.280 -0.79
N -0.693 -0.941 0.227 -0.36
O -1.240 1.255 0.193 -0.63
O -2.131 -1.032 -0.155 -0.56
S 2.294 -0.438 -0.049 0.18
```


Q) # CH4N2O2S

A single CH4N2O2S molecule (the ωB97M-V functional and the def2-TZVPD basis, the Open Molecules 2025 dataset).

- SMILES = CN1NS1(=O)=O

Geometry as XYZ:
```
10
Properties=species:S:1:pos:R:3:nbo_charge:R:1
C -0.359 0.136 -0.443 -0.43
N 1.771 -0.369 0.626 -0.72
N 0.204 -0.314 0.786 -0.47
O 1.307 0.402 3.122 -0.88
O 1.035 2.117 1.464 -0.87
S 1.085 0.751 1.755 2.35
H -0.139 -0.691 -1.056 0.22
H -1.353 0.129 -0.315 0.21
H -0.038 1.097 -0.663 0.21
H 2.041 -1.323 0.860 0.39
```


R) # CH4N2O2S

2 unconnected molecules or ions with the total composition CH4N2O2S (the ωB97M-V functional and the def2-TZVPD basis, the Open Molecules 2025 dataset).

- SMILES = [H]/N=C\ON=O.S

Geometry as XYZ:
```
10
Properties=species:S:1:pos:R:3:nbo_charge:R:1
C -1.040 0.329 -0.343 0.40
N -1.385 -0.982 1.717 0.38
N -0.285 1.208 0.111 -0.69
O -2.006 -1.851 2.180 -0.21
O -1.687 -0.686 0.338 -0.44
S 2.423 -0.265 -1.418 -0.35
H -1.124 0.112 -1.458 0.20
H -0.125 1.278 1.128 0.37
H 1.691 0.362 -0.493 0.17
H 3.539 0.495 -1.762 0.17
```


What should be chosen as the most stable of them? Choose P).


P) # NO5S

2 unconnected molecules or ions with the total composition NO5S (the ωB97M-V functional and the def2-TZVPD basis, the Open Molecules 2025 dataset).

- net charge = -1

Geometry as XYZ:
```
7
Properties=species:S:1:pos:R:3:nbo_charge:R:1
N 0.121 -0.835 1.197 0.28
O -0.875 -0.224 -2.006 -0.87
O -0.302 -0.351 2.248 -0.48
O 0.854 -1.831 1.135 -0.49
O -1.011 1.813 -0.718 -0.90
O 1.204 1.207 -1.445 -0.87
S -0.160 0.743 -1.195 2.33
```


Q) # NO5S

A gas-phase ion, NO5S (charge -1) (the ωB97M-V functional and the def2-TZVPD basis, the Open Molecules 2025 dataset).

- net charge = -1
- SMILES = O=[N+]([O-])S(=O)(=O)[O-]

Geometry as XYZ:
```
7
Properties=species:S:1:pos:R:3:nbo_charge:R:1
N -0.230 -0.120 0.994 0.30
O 0.210 1.599 -0.830 -0.97
O 0.049 -1.263 1.300 -0.42
O -0.830 0.614 1.738 -0.41
O 1.517 -0.493 -0.916 -0.95
O -0.913 -0.504 -1.462 -0.96
S 0.196 0.168 -0.824 2.40
```


R) # NO5S

A molecular structure, NO5S (the ωB97M-V functional and the def2-TZVPD basis, the Open Molecules 2025 dataset).

- net charge = -1

Geometry as XYZ:
```
7
Properties=species:S:1:pos:R:3:nbo_charge:R:1
N -1.269 -0.074 0.018 0.36
O 1.352 0.619 -1.370 -0.92
O -1.761 -0.290 1.065 -0.40
O -1.882 0.144 -0.999 -0.44
O 1.323 0.873 1.111 -0.93
O 1.270 -1.355 0.203 -0.95
S 0.968 0.083 -0.028 2.29
```


What should be chosen as the most stable of them? Choose Q).


P) # C8H11NO

A single C8H11NO molecule (the ωB97M-V functional and the def2-TZVPD basis, the Open Molecules 2025 dataset).

- SMILES = [H]/N=C(\O)[C@@]12C[C@H]3CC[C@@H]1[C@H]32

Geometry as XYZ:
```
21
Properties=species:S:1:pos:R:3:nbo_charge:R:1
N 2.593 -1.375 1.132 -0.66
C 2.123 -0.397 0.483 0.54
C 0.715 -0.081 0.210 -0.15
C 0.089 1.301 0.029 -0.40
C -1.260 0.702 0.524 -0.21
C -2.127 0.267 -0.659 -0.40
C -1.227 -0.737 -1.416 -0.42
C -0.200 -1.162 -0.373 -0.20
C -0.504 -0.577 0.963 -0.20
H 0.488 2.025 0.751 0.22
H 0.100 1.748 -0.978 0.20
H -1.780 1.281 1.295 0.22
H -3.037 -0.230 -0.293 0.21
H -2.435 1.119 -1.283 0.21
H -1.791 -1.608 -1.775 0.22
H -0.745 -0.278 -2.292 0.21
H 0.249 -2.155 -0.416 0.25
H -0.540 -1.111 1.912 0.24
H 3.553 -0.944 1.491 0.36
O 3.044 0.739 0.605 -0.73
H 2.691 1.473 0.089 0.47
```


Q) # C8H11NO

2 unconnected molecules or ions with the total composition C8H11NO (the ωB97M-V functional and the def2-TZVPD basis, the Open Molecules 2025 dataset).

- SMILES = c1ccccc1.CC(N)=O

Geometry as XYZ:
```
21
Properties=species:S:1:pos:R:3:nbo_charge:R:1
C -3.178 -0.069 -0.345 -0.22
C -2.515 -1.301 -0.205 -0.20
C -1.229 -1.324 0.322 -0.25
C -0.827 -0.103 0.913 -0.24
C -1.558 1.078 0.934 -0.21
C -2.703 1.087 0.228 -0.21
C 2.568 -0.166 0.282 0.67
C 3.640 0.498 -0.633 -0.74
H -4.115 0.029 -0.919 0.22
H -2.945 -2.152 -0.816 0.22
H -0.501 -2.140 0.104 0.23
H 0.150 -0.113 1.427 0.23
H -1.066 1.951 1.399 0.23
H -3.411 1.960 0.241 0.22
H 0.629 -0.563 0.171 0.41
H 1.283 -0.080 -1.423 0.41
H 4.484 0.936 -0.001 0.24
H 3.229 1.475 -1.138 0.22
H 3.942 -0.135 -1.552 0.24
N 1.394 -0.065 -0.355 -0.84
O 2.729 -0.802 1.365 -0.63
```


What should be chosen as the most stable of them? Choose Q).